(1)
C5H13NO | ωB97M-V with the def2-TZVPD basis set

Summary:
Energy relative to the best compared isomer or geometry (same formula, charge and spin): 114.3 kJ/mol
Molar mass: 103.16 g/mol
Calculated total energy: -8932.8266 eV
Kohn-Sham gap: 9.7 eV
HOMO energy: -8.8 eV
SMILES: C=C(N)CCC.O
Largest force on an atom: 1.42 eV/A

Each line ends with the Mulliken charge.
CARTESIAN COORDINATES (ANGSTROEM)
C (1.13090, 1.51551, -1.28667)  -1.2062
C (0.40803, 0.41277, -1.08693)  0.6855
N (-0.83443, 0.23372, -1.76977)  -0.5235
C (0.98559, -0.78167, -0.37571)  -0.5674
C (0.35897, -1.17716, 0.97512)  -0.3213
C (-1.06647, -1.70720, 0.88178)  -1.1062
H (2.14513, 1.52528, -0.92450)  0.2853
H (0.79007, 2.31235, -1.92637)  0.2777
H (-1.59231, 0.24675, -1.11212)  0.1604
H (-0.90558, 0.81016, -2.58893)  0.2386
H (2.03341, -0.56105, -0.18158)  0.2728
H (0.87760, -1.64227, -1.03236)  0.3214
H (0.40168, -0.33290, 1.66419)  0.3092
H (0.97073, -1.98047, 1.38238)  0.3186
H (-1.11719, -2.73788, 0.51342)  0.3402
H (-1.71269, -1.20993, 0.15603)  0.2157
H (-1.55250, -1.70275, 1.85041)  0.2997
O (-0.78091, 2.15699, 1.48961)  -0.6398
H (-0.60647, 2.60696, 2.31962)  0.3066
H (0.06643, 2.01280, 1.05238)  0.3326

---

(2)
C8H32N6O8 | ωB97M-V with the def2-TZVPD basis set

Summary:
Energy relative to the best compared isomer or geometry (same formula, charge and spin): 506.6 kJ/mol
Molar mass: 340.38 g/mol
Calculated total energy: -34131.7393 eV
Kohn-Sham gap: 8.6 eV
HOMO energy: -8.6 eV
SMILES: NC(N)=O.NC(N)=O.NC(N)=O.CO.CO.CO.CO.CO
Largest force on an atom: 9.25 eV/A

Each line ends with the Mulliken charge.
CARTESIAN COORDINATES (ANGSTROEM)
N (-16.69200, 18.48400, 22.26000)  -0.2897
C (-15.54200, 18.91600, 22.67300)  0.4457
N (-14.95000, 17.95400, 23.35800)  -0.3503
O (-14.88100, 20.12100, 22.33100)  -0.6859
H (-17.24500, 17.60800, 22.51000)  0.1653
H (-17.21900, 19.06900, 21.62200)  0.2239
H (-14.24400, 18.42100, 23.93100)  0.2710
H (-15.28600, 17.04800, 23.73600)  0.2187
N (-16.78500, 18.30900, 19.23200)  0.7733
C (-17.53100, 19.34000, 19.01600)  0.5445
N (-17.53300, 19.72800, 17.76600)  -0.0911
O (-18.13900, 20.00100, 19.98900)  -0.8461
H (-16.38700, 18.13000, 20.20400)  -0.4152
H (-16.39700, 17.85600, 18.45000)  0.0751
H (-17.93500, 20.67800, 17.48400)  0.4018
H (-17.05200, 19.12400, 17.11400)  -0.0489
N (-16.17000, 18.23700, 15.90000)  -0.5282
C (-15.05200, 18.03700, 16.57700)  0.2813
N (-15.15900, 17.01000, 17.30300)  -0.4095
O (-13.95000, 18.88700, 16.53600)  -0.6756
H (-16.16300, 18.96400, 15.19200)  0.2531
H (-16.98700, 17.52100, 15.80700)  0.2564
H (-14.21600, 16.82900, 17.70000)  0.2481
H (-15.73000, 16.12800, 17.12100)  0.2485
C (-19.05000, 16.83800, 20.83800)  -0.8322
O (-18.35600, 16.35200, 22.00000)  -0.5792
H (-20.02500, 16.43700, 20.63800)  0.5187
H (-18.48000, 16.65700, 19.92600)  0.3918
H (-19.23800, 17.88500, 20.88900)  0.2784
H (-18.53600, 15.41900, 22.15000)  0.3118
C (-15.07800, 21.73900, 19.38200)  -0.3621
O (-14.61700, 21.56500, 18.04200)  -0.5506
H (-14.33000, 21.09000, 19.89500)  0.2386
H (-16.05600, 21.28400, 19.54200)  0.0925
H (-14.95300, 22.78900, 19.67500)  0.3689
H (-14.97500, 20.72300, 17.75200)  0.2970
C (-20.77100, 17.73500, 17.45500)  -0.4872
O (-19.77900, 18.40800, 16.66500)  -0.5500
H (-20.72500, 16.66600, 17.18500)  0.1899
H (-21.65600, 18.26800, 17.04100)  0.2930
H (-20.59200, 17.79200, 18.56000)  0.1469
H (-19.23400, 18.96900, 17.27200)  0.4224
C (-17.69100, 23.18000, 16.54100)  -0.5765
O (-18.36100, 22.29800, 17.42700)  -0.5261
H (-16.73500, 23.53900, 17.03000)  0.1895
H (-18.23300, 24.03800, 16.19100)  0.3537
H (-17.48100, 22.54400, 15.68600)  0.2046
H (-19.02400, 22.73200, 17.94700)  0.2655
C (-14.81800, 15.53800, 20.62100)  -0.5284
O (-16.10700, 15.31100, 20.17600)  -0.5820
H (-14.90700, 15.75200, 21.63000)  0.2009
H (-14.42300, 16.50200, 20.23700)  0.1935
H (-14.11700, 14.74000, 20.37800)  0.2947
H (-16.63700, 16.04500, 20.31400)  0.2563

---

(3)
C29H39N8O4Ti | ωB97M-V with the def2-TZVPD basis set

Summary:
Energy relative to the best compared isomer or geometry (same formula, charge and spin): 6.2 kJ/mol
Molar mass: 611.55 g/mol
Calculated total energy: -73927.0754 eV
Spin multiplicity: 2
Kohn-Sham gap (spin up / spin down): 7.6 / 8.4 eV
HOMO energy (spin up / spin down): -13.2 / -14.3 eV
Charge: +2
Largest force on an atom: 1.47 eV/A

Each line ends with the Löwdin spin population.
CARTESIAN COORDINATES (ANGSTROEM)
Ti (-1.38563, -0.02880, 1.02395)  0.9016
O (-1.29648, 4.27100, 0.96276)  0.0061
C (-1.54929, 2.99129, 1.01428)  0.0097
O (-0.72665, 2.11350, 1.22360)  0.0008
C (-2.98173, 2.59659, 0.83499)  0.0083
C (-4.05872, 3.43057, 0.68802)  0.0002
C (-5.32328, 2.83276, 0.60809)  0.0144
C (-5.43084, 1.45872, 0.69204)  -0.0025
C (-4.27294, 0.70576, 0.83665)  0.0140
N (-3.07482, 1.26902, 0.88949)  -0.0018
C (-4.19499, -0.80147, 0.90911)  0.0012
O (-5.17045, -1.48301, 1.04017)  -0.0011
O (-2.93873, -1.19278, 0.80562)  -0.0068
H (-0.34614, 4.42005, 1.10507)  0.0001
H (-3.92686, 4.50302, 0.64077)  -0.0002
H (-6.20612, 3.44755, 0.48996)  0.0007
H (-6.38324, 0.94615, 0.65381)  -0.0004
C (-1.83596, 0.41728, 5.86601)  0.0005
N (-1.47335, -0.89881, 5.34373)  0.0003
C (-1.13425, -1.95702, 6.29916)  0.0000
C (-1.29850, -1.06157, 4.02004)  0.0019
N (-1.42159, -0.09416, 3.14318)  0.0090
N (-0.97728, -2.34512, 3.63598)  0.0004
C (-0.78201, -2.86017, 2.35169)  0.0004
N (-0.74260, -4.21239, 2.34164)  -0.0001
N (-0.61517, -2.10143, 1.33677)  0.0059
H (-2.19835, 0.29334, 6.88135)  0.0001
H (-2.65258, 0.84834, 5.28750)  0.0001
H (-0.98499, 1.10232, 5.87682)  0.0001
H (-1.30968, -1.57964, 7.30012)  0.0000
H (-0.08765, -2.25449, 6.22399)  0.0000
H (-1.78664, -2.82616, 6.18140)  0.0000
H (-1.63046, 0.77593, 3.61127)  0.0032
H (-0.99714, -3.03275, 4.36642)  0.0000
H (-1.03763, -4.75819, 3.13104)  -0.0001
H (-0.66624, -4.69383, 1.46380)  0.0001
H (-0.54716, -2.64385, 0.48287)  0.0027
C (-1.50534, -0.01778, -6.23293)  0.0000
C (-0.23871, 0.00206, -5.38053)  0.0011
C (0.59677, -1.24801, -5.69316)  0.0007
C (0.57264, 1.26175, -5.71526)  0.0007
C (-0.56067, 0.00700, -3.89034)  0.0099
C (-1.85464, -0.04100, -3.38904)  -0.0016
C (-2.05972, -0.03760, -2.02511)  0.0101
N (-1.06734, 0.01055, -1.13012)  0.0014
C (0.19787, 0.04693, -1.60041)  0.0071
C (0.47089, 0.05028, -2.94949)  -0.0014
C (1.25891, 0.07128, -0.55023)  0.0013
C (2.60570, 0.08153, -0.84538)  0.0003
C (3.55927, 0.10219, 0.17188)  0.0015
C (3.07186, 0.11290, 1.47324)  0.0000
C (1.70999, 0.09799, 1.69654)  0.0016
N (0.80696, 0.07215, 0.71482)  -0.0024
C (5.04518, 0.11776, -0.17421)  0.0002
C (5.91932, 0.11489, 1.07798)  0.0000
C (5.37374, -1.12419, -1.01553)  0.0001
C (5.34663, 1.38322, -0.99115)  0.0001
H (-1.22605, -0.00955, -7.28666)  0.0000
H (-2.13564, 0.85713, -6.05599)  0.0000
H (-2.10312, -0.91618, -6.06241)  0.0000
H (0.82444, -1.27615, -6.75980)  0.0001
H (0.05716, -2.16280, -5.43934)  0.0000
H (1.54674, -1.24971, -5.15432)  0.0000
H (0.79271, 1.27987, -6.78360)  0.0001
H (1.52729, 1.28878, -5.18582)  0.0000
H (0.01945, 2.17135, -5.47142)  0.0000
H (-2.71491, -0.08565, -4.04073)  -0.0003
H (-3.06221, -0.09251, -1.62272)  0.0006
H (1.49757, 0.08379, -3.28263)  -0.0002
H (2.92284, 0.07483, -1.87780)  0.0000
H (3.73717, 0.13184, 2.32422)  0.0000
H (1.31478, 0.10546, 2.70408)  0.0001
H (5.75752, -0.77368, 1.69309)  0.0000
H (5.75644, 1.00041, 1.69721)  0.0000
H (6.96841, 0.11769, 0.78026)  0.0000
H (5.15521, -2.04506, -0.47045)  0.0000
H (6.43615, -1.12660, -1.26574)  0.0000
H (4.81852, -1.14288, -1.95575)  0.0000
H (5.10118, 2.28834, -0.43121)  0.0000
H (4.79497, 1.40376, -1.93384)  0.0000
H (6.41022, 1.41606, -1.23344)  0.0000

---

(4)
C20H26LiO12S | ωB97M-V with the def2-TZVPD basis set

Summary:
Energy relative to the best compared isomer or geometry (same formula, charge and spin): 169.9 kJ/mol
Molar mass: 497.42 g/mol
Calculated total energy: -56768.9134 eV
Kohn-Sham gap: 6.4 eV
HOMO energy: -4.7 eV
Charge: -1
Largest force on an atom: 8.40 eV/A

Each line ends with the Mulliken charge.
CARTESIAN COORDINATES (ANGSTROEM)
Li (-0.78163, -1.22548, -1.13895)  0.7459
S (-2.22663, 1.53652, -1.75595)  1.6075
O (-2.23663, 1.15752, -3.20895)  -0.8620
O (-1.36263, 0.53952, -1.07995)  -0.8190
O (-1.55063, 2.83852, -1.67195)  -0.7018
O (-3.62163, 1.46052, -1.22795)  -0.8439
C (-2.86163, -3.21148, -2.56795)  -0.7647
O (-1.88263, -3.00148, -1.47595)  -0.3200
H (-3.68563, -3.83948, -2.51695)  0.4305
H (-2.11063, -3.22848, -3.50295)  0.2430
H (-3.52363, -2.32848, -2.72895)  0.2169
H (-1.67163, -3.89248, -1.05695)  0.2225
C (1.26337, -2.99348, -0.66795)  -0.7784
O (1.01637, -1.63348, -0.36795)  -0.0261
H (0.82837, -3.53048, 0.27705)  0.2062
H (2.28837, -3.16148, -0.92795)  0.4059
H (0.72437, -3.34348, -1.50895)  0.1615
H (1.70537, -1.28348, 0.06405)  0.0844
C (-0.56263, -2.14148, 3.20705)  -0.6380
C (-0.54363, -2.55448, 4.49605)  -0.6918
C (-1.51663, -2.12248, 5.36605)  0.8120
C (-2.50163, -1.27648, 4.90005)  -0.6098
C (-2.52163, -0.87448, 3.47405)  -0.5432
C (-1.55063, -1.28548, 2.68805)  -0.1585
O (-1.44363, -0.89548, 1.41905)  -0.0514
O (-1.46363, -2.54448, 6.64805)  -0.5773
H (0.21337, -2.38748, 2.62905)  0.6149
H (0.24537, -3.12548, 4.83005)  0.5009
H (-3.26063, -0.86648, 5.64005)  0.1461
H (-3.29563, -0.26348, 3.20505)  0.5875
H (-2.36063, -0.63248, 0.93505)  0.2681
H (-1.97363, -1.94948, 7.26105)  0.3022
C (1.93237, 4.07152, 2.23805)  -0.5276
C (2.07137, 2.89852, 1.41705)  -0.8703
C (0.86737, 2.37652, 0.74005)  0.8374
C (-0.39963, 2.97152, 1.11405)  -0.0951
C (-0.46963, 4.02652, 2.06205)  -0.7845
C (0.69337, 4.62552, 2.58405)  0.6271
O (0.60437, 5.65752, 3.41205)  -0.5774
O (0.92437, 1.34252, -0.09095)  -0.0505
H (2.90537, 4.43152, 2.32305)  0.3537
H (2.97037, 2.34152, 1.15905)  0.3265
H (-1.16963, 2.36152, 0.62305)  0.0423
H (-1.41463, 4.33352, 2.33705)  0.5084
H (1.51137, 5.46852, 3.82405)  0.3235
H (0.07837, 1.17552, -0.11495)  -0.2252
C (2.59837, 1.46752, -3.86995)  -0.3872
C (1.17737, 1.05752, -3.73895)  -0.0967
C (1.00037, -0.29948, -3.72095)  0.5120
C (2.01537, -1.17448, -3.75495)  -0.4746
C (3.36537, -0.74748, -4.00595)  -0.9333
C (3.69937, 0.59452, -3.84795)  0.6270
O (4.96837, 1.01552, -4.09195)  -0.5988
O (-0.36263, -0.71348, -3.51195)  -0.6030
H (2.90437, 2.66752, -3.51595)  0.0556
H (0.18937, 1.80252, -3.49395)  0.0907
H (1.68337, -2.16848, -3.63495)  0.4951
H (3.94037, -1.43648, -4.36695)  0.6682
H (5.16037, 1.99252, -4.36995)  0.3479
H (-1.21963, -0.07948, -3.33695)  0.2387

---

(5)
H18O9 | ωB97M-V with the def2-TZVPD basis set

Summary:
Energy relative to the best compared isomer or geometry (same formula, charge and spin): 220.3 kJ/mol
Molar mass: 162.14 g/mol
Calculated total energy: -18719.8521 eV
Kohn-Sham gap: 10.3 eV
HOMO energy: -10.8 eV
SMILES: O.O.O.O.O.O.O.O.O
Largest force on an atom: 0.60 eV/A

Each line ends with the Mulliken charge.
CARTESIAN COORDINATES (ANGSTROEM)
O (12.68242, -4.37348, 11.99102)  -0.6287
H (12.45880, -5.28369, 11.77735)  0.2962
H (12.36678, -4.25957, 12.90235)  0.3910
O (13.16266, -0.94725, 12.58508)  -0.6198
H (12.83419, -1.32957, 11.76329)  0.3057
H (12.86906, -1.56282, 13.27082)  0.2985
O (11.08837, -1.98715, 14.31700)  -0.6086
H (10.29536, -1.72184, 13.82662)  0.3317
H (10.86796, -1.81353, 15.24561)  0.2448
O (12.87270, -2.97293, 18.00689)  -0.6353
H (12.03803, -2.77552, 17.56097)  0.3446
H (13.15931, -2.12853, 18.37028)  0.3061
O (10.37903, 0.95528, 12.32135)  -0.5993
H (9.72641, 1.06341, 11.62058)  0.3051
H (10.99244, 0.28353, 11.99288)  0.3003
O (8.32190, -1.36563, 14.57119)  -0.6086
H (8.42446, -2.11311, 15.17467)  0.3017
H (7.39672, -1.39736, 14.29609)  0.2574
O (8.36734, 1.53266, 14.88531)  -0.6242
H (7.40726, 1.53179, 14.95321)  0.2882
H (8.60231, 0.61398, 14.67940)  0.3677
O (10.21747, -1.83298, 17.19544)  -0.6529
H (9.84687, -1.03764, 17.60225)  0.2846
H (9.88905, -2.56426, 17.73655)  0.3397
O (11.63477, -4.71335, 14.66472)  -0.7128
H (11.31545, -3.79848, 14.48734)  0.4287
H (11.07407, -5.04169, 15.37343)  0.2983